Entry 1:
26
Properties=species:S:1:pos:R:3 method="wB97M-V/def2-TZVPD" lumo_energy_ev=0.295 de_lowest_kj_mol=223.7 orbital_gap_ev=10.9 homo_energy_ev=-10.643
C -0.6582 0.1461 -0.0795
C -0.2544 -0.6405 1.2220
C 0.8236 0.0065 2.0312
C 2.2909 -0.3241 1.7022
C -0.9445 1.5955 0.2733
H 0.3150 0.1313 -0.6378
H -1.3948 -0.5360 -0.4946
H 0.2671 -1.7164 1.0355
H -1.2288 -0.8799 1.6197
H 0.6636 -0.2577 3.1284
H 0.8553 1.0510 1.9652
H 2.3952 0.0248 0.7147
H 3.1062 0.0328 2.2183
H 2.3319 -1.3953 1.5465
H -0.8458 2.1115 -0.6292
H -1.9654 1.9126 0.6089
H -0.3481 2.0756 1.0114
H -1.6569 1.0335 -3.8534
H -0.7443 0.1120 -4.5110
O -1.3098 0.8552 -4.7786
H 2.1416 3.3612 -4.9520
H 1.3876 2.0101 -4.9143
O 2.0570 2.5191 -5.3078
H -1.7291 -4.2879 3.4884
H -3.1945 -4.2850 3.5581
O -2.3606 -4.6559 4.0345


Entry 2:
53
Properties=species:S:1:pos:R:3 method="wB97M-V/def2-TZVPD" lumo_energy_ev="-3.701 / -3.702" multiplicity=2 de_lowest_kj_mol=48.7 charge=+1 orbital_gap_ev="7.4 / 7.4" homo_energy_ev="-11.066 / -11.125"
Cr 0.0691 -0.9564 0.1503
C 3.2490 2.0831 1.5612
C 2.9888 2.0289 0.0858
C 3.2613 3.1454 -0.7038
C 2.9684 3.1217 -2.0495
C 2.4010 1.9789 -2.5980
C 2.1486 0.8874 -1.7846
N 2.4590 0.9360 -0.4789
C 1.4869 -0.2865 -2.4390
C 1.8979 -0.6379 -3.7169
C 1.1300 -1.5366 -4.4429
C -0.0488 -2.0160 -3.9084
C -0.3868 -1.6613 -2.6043
N 0.4142 -0.8691 -1.8826
C -1.6412 -2.0949 -1.9403
C -2.5976 -2.8351 -2.6140
C -3.7686 -3.1681 -1.9490
C -3.9355 -2.7527 -0.6456
C -2.9286 -2.0227 -0.0175
C -3.0869 -1.5766 1.3986
N -1.8043 -1.6992 -0.6631
H 3.5577 3.0912 1.8229
H 4.0220 1.3775 1.8571
H 2.3476 1.8376 2.1242
H 3.6807 4.0236 -0.2350
H 3.1554 3.9865 -2.6712
H 2.1175 1.9579 -3.6390
H 2.7979 -0.2199 -4.1411
H 1.4380 -1.8343 -5.4358
H -0.6801 -2.6659 -4.4920
H -2.4530 -3.1499 -3.6349
H -4.5369 -3.7418 -2.4488
H -4.8341 -2.9911 -0.0951
H -4.0629 -1.8606 1.7844
H -2.9828 -0.4934 1.4654
H -2.3203 -2.0335 2.0225
F -2.5318 3.1654 2.1567
C -1.4042 3.0895 2.8758
F -1.6347 3.6830 4.0522
F -0.4710 3.8177 2.2371
C -0.9529 1.6657 3.0534
C -0.7764 1.1164 4.3111
C -0.3217 -0.1918 4.4463
C -0.0590 -0.9180 3.3016
N -0.2563 -0.3909 2.0946
C -0.6827 0.8711 1.9357
S -0.8014 1.2610 0.2408
H -0.9885 1.7153 5.1863
H -0.1707 -0.6327 5.4198
H 0.3110 -1.9354 3.3220
F 0.4238 -2.6302 0.5007
O 2.8213 -0.6781 1.2793
C 1.9728 -0.3601 0.5452


Entry 3:
12
Properties=species:S:1:pos:R:3 method="wB97M-V/def2-TZVPD" lumo_energy_ev=-4.298 de_lowest_kj_mol=290.8 charge=+1 orbital_gap_ev=11.1 homo_energy_ev=-15.417
C -0.8007 1.3576 -0.4145
C 0.8813 0.1837 0.0719
N 0.4455 1.1442 -0.7498
N -1.1737 0.5756 0.5917
N 2.0785 -0.3296 0.1192
O -0.0935 -0.2034 0.9267
H -1.4352 2.0812 -0.8934
H -1.2745 -1.9936 -0.1865
H -1.6891 -2.1775 -0.8249
H -2.0344 0.4064 1.0948
H 2.7845 0.0074 -0.5230
H 2.3112 -1.0518 0.7880


Entry 4:
85
Properties=species:S:1:pos:R:3 method="wB97M-V/def2-TZVPD" lumo_energy_ev=-3.389 charge=+1 orbital_gap_ev=9.1 homo_energy_ev=-12.524
Ag -0.4373 -0.3138 0.6905
C -5.8305 5.8125 -4.0248
C -5.2691 5.0649 -2.7765
N -4.8586 3.6909 -3.0426
C -4.3056 3.1913 -4.1920
C -3.8664 1.8924 -3.9401
N -4.1011 1.6521 -2.5932
C -4.5946 2.8237 -2.0698
C -3.7916 0.3893 -1.8527
H -6.6137 5.3345 -4.6131
H -5.0405 6.1515 -4.6949
H -6.2264 6.6504 -3.4510
H -5.9644 5.1146 -1.9386
H -4.2637 5.4325 -2.5713
H -4.2114 3.8468 -5.0451
H -3.3122 1.0920 -4.4076
H -4.9915 2.9807 -1.0777
H -2.8622 -0.0239 -2.2447
H -4.5304 -0.3621 -2.1313
H -3.9697 0.5757 -0.7937
C 3.2225 -4.7823 1.3143
C 1.6897 -4.4567 1.2333
N 1.2067 -4.2026 2.5752
C 0.9304 -5.1594 3.5553
C 0.2501 -4.4232 4.5298
N 0.3148 -3.0646 4.2272
C 0.7417 -2.9753 2.9274
C -0.2224 -1.9813 4.9926
H 3.8093 -4.3598 2.1299
H 3.7272 -4.6285 0.3605
H 3.4564 -5.8092 1.5951
H 1.2180 -5.3301 0.7831
H 1.4960 -3.6281 0.5522
H 0.8791 -6.2310 3.4313
H -0.2521 -4.7647 5.4229
H 0.7330 -2.1072 2.2850
H 0.5977 -1.2640 4.9598
H -0.5452 -2.3755 5.9561
H -1.0669 -1.4900 4.5094
C 5.1172 3.5622 -0.1983
C 3.8536 2.9140 -0.6463
N 4.0791 1.5428 -0.9112
C 5.0531 1.0633 -1.7927
C 4.9485 -0.2819 -1.9553
N 3.8388 -0.7335 -1.2235
C 3.3490 0.4449 -0.5451
C 3.3800 -2.0909 -1.1410
H 5.9139 3.5911 -0.9416
H 5.5379 3.4570 0.8017
H 4.7149 4.5748 -0.2270
H 3.5888 3.3937 -1.5886
H 3.0284 2.9312 0.0656
H 5.7157 1.8210 -2.1841
H 5.5779 -0.9081 -2.5702
H 2.4390 0.4065 0.0352
H 4.1171 -2.5796 -0.5039
H 3.3475 -2.5356 -2.1356
H 2.3855 -2.1511 -0.6988
N 0.2224 0.2938 -1.4121
S 0.1308 2.0306 -1.7436
O -1.1733 2.6749 -1.8967
O 1.2212 2.6935 -2.4898
F 0.4086 2.5267 -0.2031
S 0.2946 -0.0293 -2.8351
O 1.5940 -0.1310 -3.5288
O -0.8990 0.2514 -3.6460
F 0.1933 -1.5572 -2.3808
N -1.7569 -2.2144 0.9256
S -3.2053 -2.3672 1.7989
O -3.1747 -3.1361 3.0083
O -4.4240 -2.2431 1.0196
F -3.1916 -0.9016 2.4173
S -2.0427 -3.4253 0.0476
O -2.8504 -3.2224 -1.1492
O -2.0487 -4.8173 0.5738
F -0.5425 -3.4362 -0.7080
N 0.5465 0.4447 2.6800
S 2.1157 0.8903 3.1882
O 2.5500 0.5541 4.5239
O 2.6265 2.0563 2.5359
F 2.6623 -0.2918 2.2737
S -0.1854 1.4584 3.6180
O 0.1761 2.9361 3.5007
O -0.8740 1.0441 4.8994
F -1.5049 1.5333 2.7729


no.,electronic energy (a.u.),molar mass (g mol⁻¹)
1,-426.93118,126.20
2,-3061.65735,538.49
3,-318.99158,88.09
4,-5236.15790,981.77